# C13H15Cl2FNO4

A gas-phase ion, C13H15Cl2FNO4 (charge +1) (the ωB97M-V functional and the def2-TZVPD basis, the OMol25 dataset).

Last column: Löwdin charge in e.
Atoms and positions in Å:
C -0.171 1.399 1.956  -0.1387
C -1.750 1.577 1.436  -0.2268
C -2.640 0.211 1.603  -0.1948
C -2.592 -0.813 0.323  -0.1527
C -1.154 -0.882 -0.461  0.0422
C -1.064 -0.252 -1.993  0.0554
C -2.325 0.480 -2.749  -0.1761
O -2.690 0.287 -4.021  0.0818
O -3.090 1.484 -1.940  -0.1306
O -2.470 2.649 -2.077  -0.0384
C 0.378 -0.384 -2.763  -0.3948
Cl 0.630 0.260 -4.501  0.6175
C 1.652 -1.117 -1.984  -0.3646
Cl 3.239 -1.234 -3.005  0.6188
N 1.545 -1.656 -0.548  -0.0421
C 2.731 -2.278 0.154  -0.0649
C 3.866 -0.920 0.373  -0.1279
C 3.152 0.483 1.105  -0.0073
O 4.193 -0.546 1.855  -0.2201
C 0.215 -1.559 0.195  0.0578
F 0.049 -2.077 1.603  -0.0059
H -0.069 0.563 2.778  0.0870
H 0.438 1.141 0.968  0.0493
H 0.247 2.442 2.320  0.0941
H -1.704 1.996 0.343  0.0893
H -2.232 2.391 2.143  0.1195
H -3.776 0.563 1.702  0.1318
H -2.415 -0.392 2.594  0.1258
H -3.514 -0.570 -0.382  0.1352
H -2.819 -1.900 0.762  0.1428
H -2.717 3.239 -1.299  0.1535
H 2.546 -2.591 1.266  0.1543
H 3.342 -3.046 -0.483  0.1421
H 4.727 -0.735 -0.520  0.1604
H 3.800 1.450 1.221  0.1194
H 2.441 0.338 2.025  0.1075

The calculation puts the lowest unoccupied orbital energy at -6.038 eV. As for the total charge: +1. Its SMILES is CCCCc1c(C(=O)OO)c(Cl)c(Cl)[n+](C[C@H]2CO2)c1F. The highest occupied orbital energy is -13.27 eV. As for the frontier orbital gap: 0.2657 hartree.